No. 1
{"formula": "C5H6N2O", "method": "wB97M-V/def2-TZVPD", "elements": ["N", "C", "C", "C", "C", "C", "N", "H", "H", "H", "H", "O", "H", "H"], "coordinates": [[-0.5504, 1.2038, 0.2997], [-1.5080, 1.7719, 0.6690], [-2.8604, 2.2254, 0.7455], [-3.8131, 2.0080, 1.7372], [-4.8793, 2.9012, 1.4840], [-4.5046, 3.6837, 0.4002], [-3.3374, 3.2078, -0.0939], [-3.7604, 1.2337, 2.4985], [-5.8497, 2.9170, 1.9742], [-5.0127, 4.5163, -0.0795], [-2.7589, 3.6934, -0.7896], [-1.1496, 3.7569, -1.7842], [-0.7637, 4.5715, -1.4480], [-0.4742, 2.9969, -1.6758]], "mulliken_charge": [-0.558, 0.161, 0.391, -0.486, -0.481, -0.435, 0.024, 0.398, 0.380, 0.371, 0.302, -0.745, 0.334, 0.343], "lumo_ha": 0.0214, "e_above_lowest_kj_mol": 25.7, "smiles": "N#Cc1ccc[nH]1.O", "energy_ha": -378.8612}

=====

No. 2
{"formula": "C4H6N2O3P", "method": "wB97M-V/def2-TZVPD", "elements": ["C", "O", "P", "O", "O", "N", "C", "C", "N", "C", "H", "H", "H", "H", "H", "H"], "coordinates": [[1.6363, -1.7825, 0.3850], [1.6281, -0.4275, 0.8568], [1.8015, 0.9538, -0.1364], [2.5900, 1.8346, 0.7019], [2.1154, 0.5909, -1.5529], [0.1460, 1.5071, -0.0889], [-0.8681, 1.0308, -0.8701], [-2.0693, 1.5566, -0.3997], [-1.7670, 2.4498, 0.6055], [-0.4683, 2.3467, 0.7806], [2.4213, -2.2608, 1.0373], [1.7865, -1.6488, -0.7740], [0.7001, -2.2484, 0.5480], [-0.4788, 0.4462, -1.7330], [-2.9755, 1.2664, -0.8381], [-0.2068, 2.8695, 1.6423]], "mulliken_charge": [-0.521, -0.375, 0.855, -0.765, -0.763, 0.131, -0.144, -0.504, -0.737, 0.019, 0.151, 0.269, 0.206, 0.352, 0.380, 0.447], "lumo_ha": 0.1427, "e_above_lowest_kj_mol": 0.0, "charge": -1, "smiles": "CO[P@@](=O)([O-])n1ccnc1", "energy_ha": -832.7664}

=====

No. 3
{"formula": "C16H27BrFeGeN2O2S4Sb", "method": "wB97M-V/def2-TZVPD", "elements": ["Fe", "S", "Sb", "S", "S", "C", "C", "N", "C", "S", "N", "C", "C", "H", "H", "H", "H", "H", "H", "H", "H", "H", "H", "H", "H", "C", "Ge", "C", "C", "C", "H", "H", "H", "H", "H", "H", "H", "H", "H", "H", "H", "Br", "C", "C", "C", "C", "C", "C", "C", "O", "O", "H", "H", "H", "H"], "coordinates": [[-0.7578, -0.2379, 1.3036], [1.5343, 3.5354, 2.8404], [1.9340, 1.7824, 1.2985], [1.3448, -0.3005, 2.4105], [-0.0750, 1.4614, -0.0302], [2.2162, 1.3841, 5.7213], [0.7249, 1.5083, 6.0161], [-0.0705, 1.6337, 4.8116], [-0.8741, 0.7471, 4.2645], [-1.8085, 1.2092, 2.8935], [-1.0588, -0.5071, 4.7614], [0.0154, -1.3752, 5.2419], [-0.3246, -2.0220, 6.5775], [2.7853, 1.3732, 6.6559], [2.5341, 2.2269, 5.1054], [2.4348, 0.4828, 5.1482], [0.5529, 2.4132, 6.6082], [0.3531, 0.6722, 6.6082], [0.2100, 2.4112, 4.1742], [-1.6855, -0.9995, 4.1376], [0.9454, -0.8189, 5.2826], [0.1740, -2.1390, 4.4777], [-0.5128, -1.2703, 7.3472], [0.4960, -2.6619, 6.9115], [-1.2223, -2.6387, 6.4917], [-2.9259, -3.0962, -1.1492], [-2.6297, -1.1472, -1.3654], [-1.1078, -0.8966, -2.5766], [-4.2242, -0.5342, -2.3923], [-2.5288, -0.2118, 0.3219], [-3.6803, -3.4555, -1.8542], [-3.2692, -3.3179, -0.1359], [-1.9998, -3.6470, -1.3189], [-1.2800, -1.4162, -3.5244], [-0.2030, -1.2769, -2.1049], [-0.9550, 0.1657, -2.7675], [-4.2717, -1.0179, -3.3725], [-4.1843, 0.5470, -2.5403], [-5.1418, -0.7680, -1.8463], [-3.2553, -0.6600, 1.0127], [-2.8277, 0.8275, 0.1569], [0.9644, -7.1796, -1.0277], [0.1313, -6.2518, 0.4168], [-0.3309, -6.9871, 1.4962], [-0.9366, -6.3109, 2.5466], [-1.0741, -4.9319, 2.5062], [-0.6068, -4.2137, 1.4138], [0.0061, -4.8781, 0.3568], [-0.7582, -2.7172, 1.3651], [-1.2716, -2.1244, 2.3462], [-0.3585, -2.1036, 0.3499], [-0.2176, -8.0624, 1.5130], [-1.3009, -6.8712, 3.3992], [-1.5434, -4.3842, 3.3128], [0.3699, -4.2994, -0.4813]], "mulliken_charge": [0.707, -0.862, 0.256, -0.657, -0.443, -0.808, -0.441, 0.195, 0.512, -0.463, -0.198, 0.342, -1.519, 0.323, 0.227, 0.188, 0.364, 0.161, -0.159, 0.400, -0.159, 0.143, 0.322, 0.355, 0.351, -1.309, 0.958, -1.302, -1.455, -1.168, 0.464, 0.326, 0.275, 0.374, 0.379, 0.357, 0.354, 0.356, 0.370, 0.411, 0.561, -0.256, -0.150, -0.359, -0.645, -0.406, 0.430, -0.251, 0.380, -0.646, -1.011, 0.379, 0.377, 0.468, 0.599], "s_squared": 1.11, "lumo_ha": [0.1383, 0.1383], "spin_multiplicity": 2, "charge": -2, "energy_ha": -8633.6684}

=====

No. 4
{"formula": "C4H2FI2N3", "method": "wB97M-V/def2-TZVPD", "elements": ["C", "C", "C", "C", "N", "N", "N", "F", "I", "I", "H", "H"], "coordinates": [[-0.7582, 1.2382, -0.8661], [-0.0327, 2.3525, 0.8241], [0.0912, -3.0629, 0.7657], [1.1895, -0.2612, -0.8541], [-1.0616, 2.2372, -0.1300], [0.8717, 1.4475, 0.6358], [0.4620, 0.7190, -0.4087], [0.6319, -0.7908, -1.9376], [-0.1797, 3.7452, 2.2947], [0.1057, -4.7846, -0.3769], [-1.1850, 0.6648, -1.7116], [-0.1349, -3.5049, 1.7648]], "mulliken_charge": [0.143, 0.030, -0.363, 0.021, -0.506, -0.822, 0.694, -0.141, 0.205, 0.141, 0.380, 0.218], "lumo_ha": -0.0523, "energy_ha": -1012.8883}

=====

No. 5
{"formula": "C38H37N6O4Tc", "method": "wB97M-V/def2-TZVPD", "elements": ["Tc", "O", "C", "C", "C", "C", "C", "C", "C", "C", "C", "O", "C", "C", "C", "C", "C", "C", "C", "C", "C", "C", "C", "C", "N", "C", "C", "C", "C", "C", "C", "C", "C", "C", "C", "C", "C", "H", "H", "H", "H", "H", "H", "H", "H", "H", "H", "H", "H", "H", "H", "H", "H", "H", "H", "H", "H", "H", "H", "H", "H", "H", "H", "H", "N", "C", "C", "C", "O", "O", "H", "H", "H", "H", "H", "H", "N", "C", "N", "N", "C", "N", "H", "H", "H", "H"], "coordinates": [[-0.4004, 0.0798, 0.1627], [0.0693, 1.5784, -0.8171], [1.0320, 2.0965, -1.6665], [1.9463, 0.9271, -2.1325], [2.6769, 0.3041, -0.9829], [4.0674, 0.2835, -0.9354], [4.7102, -0.3567, 0.1085], [3.9455, -0.9864, 1.0734], [2.5602, -0.9332, 0.9796], [1.6980, -1.6564, 1.9622], [0.8154, -0.6862, 2.8010], [-0.1654, -0.1352, 2.0094], [0.0727, -1.4309, 3.9147], [-0.6854, -0.6585, 4.7875], [-1.4579, -1.2599, 5.7647], [-1.4812, -2.6401, 5.8800], [-0.7278, -3.4100, 5.0143], [0.0408, -2.8119, 4.0296], [1.7460, 0.3819, 3.3759], [2.5428, 0.1012, 4.4790], [3.4189, 1.0589, 4.9615], [3.5145, 2.2944, 4.3438], [2.7233, 2.5766, 3.2433], [1.8488, 1.6192, 2.7582], [1.9664, -0.2732, -0.0124], [0.2939, 2.6913, -2.8770], [-0.8422, 2.0413, -3.3466], [-1.5860, 2.5873, -4.3779], [-1.1987, 3.7846, -4.9575], [-0.0586, 4.4264, -4.5037], [0.6826, 3.8856, -3.4663], [1.8214, 3.2014, -0.9653], [1.1491, 4.0104, -0.0584], [1.7788, 5.0885, 0.5358], [3.0958, 5.3798, 0.2236], [3.7786, 4.5726, -0.6684], [3.1469, 3.4949, -1.2655], [2.6364, 1.2674, -2.9026], [1.2795, 0.1795, -2.5717], [4.6337, 0.7523, -1.7212], [5.7878, -0.3814, 0.1577], [4.4056, -1.5244, 1.8836], [2.3221, -2.2325, 2.6428], [1.0141, -2.3154, 1.4174], [-0.6767, 0.4174, 4.6798], [-2.0529, -0.6491, 6.4278], [-2.0855, -3.1118, 6.6413], [-0.7465, -4.4864, 5.0892], [0.5942, -3.4430, 3.3537], [2.4706, -0.8579, 4.9713], [4.0313, 0.8358, 5.8227], [4.2069, 3.0335, 4.7184], [2.7884, 3.5368, 2.7542], [1.2314, 1.8368, 1.8964], [-1.1512, 1.1093, -2.8931], [-2.4774, 2.0804, -4.7198], [-1.7837, 4.2211, -5.7541], [0.2549, 5.3640, -4.9377], [1.5556, 4.4139, -3.1146], [0.1130, 3.7954, 0.1571], [1.2355, 5.7176, 1.2236], [3.5856, 6.2337, 0.6647], [4.8055, 4.7913, -0.9209], [3.6946, 2.9169, -1.9917], [-2.3866, 1.4280, 0.7375], [-3.6372, 0.6735, 0.8204], [-3.7760, -0.2986, -0.3497], [-2.9318, -1.5657, -0.1587], [-3.3479, -2.6248, -0.6302], [-1.8443, -1.4632, 0.4862], [-2.1760, 1.8752, 1.6234], [-2.4425, 2.1375, 0.0101], [-4.5033, 1.3514, 0.8325], [-3.6388, 0.1087, 1.7569], [-3.4439, 0.1749, -1.2782], [-4.8150, -0.6063, -0.4764], [0.4334, -5.6372, -0.8535], [-0.3751, -4.5735, -1.0051], [-1.6512, -4.6445, -0.6824], [0.2154, -3.4814, -1.4713], [-0.1579, -2.2879, -1.5408], [-0.2870, -1.1235, -1.6396], [0.0876, -6.5205, -0.5262], [1.3752, -5.5839, -1.1992], [-2.0401, -5.5132, -0.3587], [-2.3016, -3.8163, -0.6856]], "mulliken_charge": [1.164, 0.294, 2.087, -2.078, 0.319, -0.712, -1.052, -1.168, 0.254, -1.855, 3.299, -0.222, -0.561, -0.230, -1.031, -0.441, -1.103, -0.248, -0.238, -0.459, -1.142, -0.521, -0.801, 0.268, 1.242, -0.231, -0.427, -0.832, -0.582, -0.995, -0.233, -0.108, -0.237, -0.867, -0.634, -1.002, 0.054, 0.634, 0.755, 0.548, 0.469, 0.582, 0.700, 0.327, 0.452, 0.430, 0.447, 0.431, 0.430, 0.494, 0.426, 0.463, 0.354, 0.213, 0.213, 0.444, 0.394, 0.444, 0.425, 0.393, 0.421, 0.423, 0.472, 0.452, -0.261, -0.639, -0.615, 0.517, -0.842, -0.606, 0.141, 0.234, 0.440, 0.327, 0.139, 0.435, -0.404, 0.662, -0.261, -0.669, 0.896, -0.627, 0.190, 0.238, 0.212, 0.284], "s_squared": 3.77, "lumo_ha": [-0.1159, -0.1329], "spin_multiplicity": 4, "charge": 1, "energy_ha": -2180.4471}

=====

no.,largest force on an atom (eV/A)
1,3.0
2,3.3
3,0.3
4,3.6
5,1.9